ORCA calculation (ωB97M-V/def2-TZVPD) on 2 unconnected molecules or ions with the total composition C3H5Cl3OSi.

The geometry in ORCA input format:
```
! wB97M-V def2-TZVPD RIJCOSX def2/J DEFGRID3
* xyz 0 1
C -1.2644 -0.5567 1.1811
C -0.0761 0.1781 0.8198
C 0.4765 1.5537 0.9320
O 0.0832 -0.7279 1.7460
Si 0.4557 -0.9704 -2.1300
Cl 0.5453 -2.9906 -1.9883
Cl -0.9770 -0.4641 -3.4814
Cl 2.2786 -0.2477 -2.6371
H -1.7783 -0.0939 2.0102
H -1.8865 -1.3362 0.6920
H 0.1264 2.1146 1.8206
H 0.4950 2.1732 -0.0569
H 1.5215 1.3678 1.0921
*
```

Properties
ΔE to the lowest compared entry with this formula, charge and spin (kJ/mol): 320.78
HOMO-LUMO gap (alpha / beta) (eV): 6.986 / 7.993